{
  "formula": "C29H27Br2Cl63F3O6P",
  "method": "ωB97M-V/def2-TZVPD",
  "species": ["O", "C", "O", "C", "O", "C", "P", "O", "O", "O", "C", "C", "C", "C", "F", "Br", "C", "F", "F", "Br", "H", "H", "H", "H", "H", "H", "C", "Cl", "Cl", "Cl", "H", "C", "Cl", "Cl", "Cl", "H", "C", "Cl", "Cl", "Cl", "H", "C", "Cl", "Cl", "Cl", "H", "C", "Cl", "Cl", "Cl", "H", "C", "Cl", "Cl", "Cl", "H", "C", "Cl", "Cl", "Cl", "H", "C", "Cl", "Cl", "Cl", "H", "C", "Cl", "Cl", "Cl", "H", "C", "Cl", "Cl", "Cl", "H", "C", "Cl", "Cl", "Cl", "H", "C", "Cl", "Cl", "Cl", "H", "C", "Cl", "Cl", "Cl", "H", "C", "Cl", "Cl", "Cl", "H", "C", "Cl", "Cl", "Cl", "H", "C", "Cl", "Cl", "Cl", "H", "C", "Cl", "Cl", "Cl", "H", "C", "Cl", "Cl", "Cl", "H", "C", "Cl", "Cl", "Cl", "H", "C", "Cl", "Cl", "Cl", "H", "C", "Cl", "Cl", "Cl", "H"],
  "xyz": [[6.71388, -3.42021, 3.34995], [7.78318, -2.98926, 3.08463], [8.84824, -2.91859, 3.97130], [9.54521, -1.77870, 3.59098], [10.03516, -0.98852, 4.31907], [9.43175, -1.72475, 2.07911], [10.49013, -0.91068, 0.88595], [9.75883, -0.28911, -0.22173], [11.56438, -1.97185, 0.40627], [11.31795, 0.20836, 1.68923], [8.33307, -2.42991, 1.78611], [7.71566, -2.66837, 0.44380], [6.21802, -2.25626, 0.32659], [5.96012, -0.87353, -0.29368], [6.92109, -0.48838, -1.14862], [4.29344, -1.01385, -1.36277], [5.63365, 0.24899, 0.73233], [4.67001, -0.16239, 1.56082], [5.16586, 1.33249, 0.07828], [7.15695, 0.87462, 1.74593], [12.12322, -1.57181, -0.27799], [10.78354, 1.01322, 1.61784], [7.72496, -3.75824, 0.32414], [8.33610, -2.25526, -0.34730], [5.75029, -2.32046, 1.30822], [5.73926, -2.99407, -0.30983], [10.88308, -0.06650, -4.00957], [12.23339, 0.05398, -2.86301], [9.64168, -1.15295, -3.39232], [10.19828, 1.51738, -4.35539], [11.26922, -0.47853, -4.93232], [6.38914, -5.51996, 5.88075], [8.08778, -5.28557, 6.28154], [6.22563, -6.54137, 4.44765], [5.51159, -6.21497, 7.24351], [5.95738, -4.55462, 5.65169], [4.43345, -7.15354, 1.22706], [5.83352, -8.03859, 0.61882], [4.14848, -5.69792, 0.27414], [2.99738, -8.17798, 1.23622], [4.64053, -6.85276, 2.24560], [0.24628, -5.26496, -1.36777], [-0.41336, -5.60450, 0.24008], [-1.01093, -4.64868, -2.44023], [1.57890, -4.12137, -1.25300], [0.62049, -6.19328, -1.77891], [-3.25776, -3.75828, 1.81813], [-3.56989, -2.23165, 0.98150], [-3.82065, -3.66150, 3.48816], [-4.02884, -5.09416, 0.96971], [-2.18822, -3.92630, 1.82481], [2.77840, 3.52463, 1.44392], [2.15237, 3.15909, 3.05321], [1.51256, 4.20720, 0.41927], [4.16399, 4.61113, 1.54172], [3.11296, 2.59822, 0.99410], [-7.53695, -3.19417, 2.86745], [-7.76941, -1.70221, 1.94591], [-8.20764, -3.04489, 4.49155], [-8.23943, -4.56723, 2.01426], [-6.47148, -3.36424, 2.95972], [12.83324, 4.02704, -2.04291], [13.24281, 3.12025, -3.49889], [11.65401, 5.29299, -2.40206], [12.22478, 2.95321, -0.78087], [13.73426, 4.50017, -1.67646], [-8.69592, 2.43292, 1.76286], [-9.29229, 2.38943, 3.42398], [-9.97232, 2.92826, 0.64965], [-7.30408, 3.50754, 1.61746], [-8.38278, 1.43177, 1.49511], [-5.31234, -7.77834, -1.78870], [-5.88135, -7.97059, -0.12803], [-6.61210, -7.19719, -2.82988], [-3.92612, -6.68914, -1.85102], [-4.99760, -8.74773, -2.15124], [12.16308, 3.90699, -7.67184], [11.31567, 4.60741, -6.29363], [11.63455, 2.24597, -7.95494], [11.93345, 4.89092, -9.11701], [13.22020, 3.88809, -7.44180], [-2.18124, -2.09591, -5.65764], [-0.46007, -1.88293, -5.33235], [-2.42900, -3.09198, -7.09246], [-2.99572, -2.79885, -4.26092], [-2.61504, -1.12289, -5.84226], [-5.09791, 0.02454, 4.15834], [-5.40195, -1.39290, 5.16106], [-6.52282, 1.06048, 4.10598], [-3.69143, 0.92001, 4.74389], [-4.88495, -0.31440, 3.15112], [-1.55134, 1.00798, 7.88252], [-0.11415, 0.65366, 6.91913], [-1.82568, -0.25610, 9.08187], [-1.40906, 2.58603, 8.65825], [-2.40598, 1.03388, 7.21941], [-12.24266, 5.62782, -1.31902], [-12.54477, 7.07614, -2.27677], [-12.81972, 5.83676, 0.33791], [-12.99971, 4.21684, -2.05819], [-11.17384, 5.46126, -1.28086], [-16.67549, 5.91827, 0.75806], [-17.03764, 7.32890, -0.23595], [-17.28904, 6.12488, 2.39640], [-17.34050, 4.45247, 0.02564], [-15.60356, 5.80978, 0.80875], [-14.77072, 2.58928, 2.97587], [-15.44817, 3.23391, 4.47129], [-14.30397, 3.89497, 1.87927], [-13.38161, 1.55539, 3.30888], [-15.53156, 1.99244, 2.48975], [-18.19007, 3.83320, -3.51117], [-17.39229, 5.37999, -3.77914], [-19.87262, 3.89250, -4.03919], [-17.32350, 2.52931, -4.32800], [-18.17809, 3.63072, -2.44940], [10.37706, 8.71507, -3.86780], [8.67435, 9.11543, -4.09574], [10.88489, 7.46419, -5.00392], [11.38439, 10.15475, -4.03047], [10.50082, 8.33021, -2.86373], [0.35460, -0.18029, -0.89186], [1.43290, -0.34269, -2.28036], [0.09179, -1.74918, -0.14338], [1.03981, 0.95626, 0.27229], [-0.59427, 0.20706, -1.23911], [-6.11799, 0.28827, -4.74009], [-4.63621, 0.18302, -5.70174], [-6.30928, -1.14047, -3.72779], [-6.11592, 1.75365, -3.76046], [-6.95612, 0.33688, -5.42231]],
  "spin_multiplicity": 1,
  "e_homo_ev": -10.68,
  "orbital_gap_ev": 9.30
}



{
  "formula": "C29H27Cl2N2",
  "method": "ωB97M-V/def2-TZVPD",
  "species": ["Cl", "C", "C", "C", "C", "C", "C", "C", "C", "C", "Cl", "C", "C", "C", "C", "H", "H", "H", "H", "H", "H", "H", "H", "H", "C", "N", "C", "H", "C", "C", "C", "C", "C", "C", "C", "N", "C", "C", "C", "C", "C", "C", "C", "H", "H", "H", "H", "H", "H", "H", "H", "H", "H", "H", "H", "H", "H", "H", "H", "H"],
  "xyz": [[-3.70474, 2.63828, -5.09018], [-3.11378, 2.47691, -3.49270], [-2.37864, 3.51867, -2.91689], [-1.86072, 3.34511, -1.63541], [-2.09917, 2.16761, -0.93263], [-1.40891, 1.98179, 0.39522], [-2.14252, 1.62636, 1.65305], [-1.51218, 1.97948, 2.85061], [-1.83887, 1.31861, 4.02783], [-2.73095, 0.24432, 3.97504], [-3.03261, -0.67931, 5.38018], [-3.38916, -0.09026, 2.79169], [-3.12703, 0.64220, 1.63279], [-2.75382, 1.10319, -1.54463], [-3.35322, 1.28587, -2.79785], [-2.19670, 4.42999, -3.47708], [-1.22563, 4.11737, -1.19795], [-0.75917, 2.84592, 0.58211], [-0.70735, 2.72474, 2.86292], [-1.37349, 1.57907, 4.96889], [-4.07261, -0.92900, 2.75437], [-3.63898, 0.39047, 0.70274], [-2.75711, 0.11525, -1.08192], [-3.94732, 0.49532, -3.23828], [-0.79681, -2.19066, -0.10308], [0.07727, -1.37382, -0.92615], [1.02240, -0.53098, -0.45129], [-0.76738, 1.13496, 0.25594], [1.66320, -0.66188, 0.85738], [2.62760, -1.70174, 0.87965], [3.32628, -1.97704, 2.03575], [3.05992, -1.25030, 3.19332], [3.84825, -1.61403, 4.40979], [2.10083, -0.23022, 3.19184], [1.42951, 0.10883, 2.01526], [1.58210, 0.10444, -1.49904], [2.60557, 1.12728, -1.39980], [1.12429, -0.47277, -2.69431], [0.15905, -1.42142, -2.32714], [-0.08283, -2.55218, -3.09945], [0.67469, -2.70340, -4.27176], [1.64376, -1.76272, -4.63569], [1.88836, -0.62771, -3.84449], [-1.21173, -2.99283, -0.71690], [-0.25619, -2.61896, 0.75016], [-1.61947, -1.57070, 0.28411], [2.83806, -2.28938, -0.01622], [4.07957, -2.76735, 2.05019], [3.57531, -1.00171, 5.27648], [3.69073, -2.67720, 4.65011], [4.92363, -1.49224, 4.20417], [1.89275, 0.30380, 4.12700], [0.73219, 0.95615, 1.97168], [3.09596, 1.23718, -2.36896], [2.13384, 2.07946, -1.11762], [3.35295, 0.87221, -0.63812], [-0.76933, -3.31719, -2.74361], [0.52954, -3.59417, -4.89299], [2.25021, -1.92537, -5.53366], [2.70062, 0.06566, -4.04446]],
  "charge": 1,
  "spin_multiplicity": 1,
  "e_homo_ev": -11.11,
  "orbital_gap_ev": 8.20
}



{
  "formula": "C29H27Cl4N4O2PPtS",
  "method": "ωB97M-V/def2-TZVPD",
  "species": ["Pt", "S", "C", "N", "N", "C", "C", "C", "C", "C", "C", "N", "N", "C", "C", "C", "C", "C", "C", "H", "H", "H", "H", "H", "H", "H", "H", "H", "H", "H", "O", "C", "O", "C", "P", "C", "C", "C", "C", "C", "C", "C", "C", "C", "C", "C", "C", "H", "H", "H", "H", "H", "H", "H", "H", "H", "H", "H", "H", "Cl", "C", "Cl", "H", "H", "Cl", "C", "Cl", "H", "H"],
  "xyz": [[-0.16603, -0.47927, 1.11190], [-0.78002, 1.76876, 0.59200], [-2.46861, 1.50367, 0.28143], [-3.42454, 2.50212, 0.60375], [-2.99716, 3.47078, 1.24436], [-3.79579, 4.55743, 1.66489], [-5.16318, 4.57798, 1.40821], [-5.88329, 5.67553, 1.83587], [-5.24576, 6.72005, 2.50146], [-3.88063, 6.67765, 2.75210], [-3.14145, 5.58615, 2.33284], [-3.07640, 0.49410, -0.24291], [-2.33211, -0.61655, -0.46673], [-2.80893, -1.43958, -1.34762], [-2.14173, -2.79853, -1.41146], [-2.49092, -3.63526, -2.59880], [-3.51483, -3.31713, -3.38503], [-4.24701, -2.07784, -3.17761], [-3.91822, -1.18224, -2.22858], [-1.99309, 3.46711, 1.50855], [-5.63660, 3.75548, 0.89157], [-6.94746, 5.72179, 1.65223], [-5.82228, 7.57515, 2.82725], [-3.39526, 7.49201, 3.27077], [-2.07480, 5.53396, 2.51691], [-2.48206, -3.34601, -0.52309], [-1.92411, -4.54780, -2.73452], [-3.80587, -3.96429, -4.20018], [-5.07082, -1.85784, -3.84470], [-4.43995, -0.24256, -2.13149], [-0.44565, -1.75126, -3.21148], [-0.00945, -2.08489, -2.15513], [-0.72580, -2.67875, -1.17866], [1.42049, -1.88049, -1.69750], [1.55316, -1.00327, -0.10176], [1.41900, -2.09061, 1.35523], [1.81898, -1.42762, 2.49070], [1.46013, -1.83488, 3.83591], [0.42033, -2.60135, 4.12968], [-0.15489, -3.56420, 2.45237], [0.64551, -3.35121, 1.42820], [3.09516, -0.11226, -0.09990], [4.31206, -0.79615, -0.12625], [5.49296, -0.07507, -0.14278], [5.45917, 1.31531, -0.14511], [4.24902, 1.99318, -0.12367], [3.05923, 1.28139, -0.09525], [1.92822, -1.26312, -2.43800], [1.94515, -2.83747, -1.63563], [2.47220, -0.56650, 2.41792], [1.98434, -1.33292, 4.64551], [-0.43960, -4.65507, 4.22278], [-2.27910, -4.31678, 3.89450], [0.60095, -4.00433, 0.56340], [4.34176, -1.87978, -0.12194], [6.44127, -0.59455, -0.15644], [6.38649, 1.87193, -0.16546], [4.23246, 3.07465, -0.13031], [2.10826, 1.80123, -0.07688], [-1.82241, -0.75905, 2.88009], [-1.40122, -3.21324, 5.56710], [-1.10839, -3.54804, 4.00424], [-1.70338, -2.32487, 3.38950], [-1.65879, -3.00906, 6.59354], [4.09368, 1.34037, 3.67193], [2.72533, 2.45910, 3.79405], [1.18842, 1.58179, 3.90548], [2.70745, 3.06570, 2.89652], [2.84775, 3.06217, 4.68516]],
  "charge": 2,
  "spin_multiplicity": 1,
  "e_homo_ev": -13.03,
  "orbital_gap_ev": 6.16
}